DFT (ωB97M-V/def2-TZVPD) results for a cluster of 2 separate species, C4H8O4 in total at a distorted geometry.

Positions of all 16 atoms, in Å:
C  1.86519  -0.03862  -0.04479
C  3.41499  -0.09243  0.11661
C  -1.93589  0.02834  -0.00674
C  -3.44813  -0.03511  -0.03862
H  0.29650  1.03006  -0.58578
H  3.64489  -1.09539  -0.17744
H  3.86224  0.75333  -0.51443
H  3.45193  0.38420  1.26983
H  -0.15675  -1.09317  -0.22647
H  -3.58150  1.00997  0.72443
H  -3.92796  -0.23459  -1.00141
H  -3.52320  -0.83235  0.76614
O  1.28868  -1.08675  0.18135
O  1.31658  1.27667  -0.44743
O  -1.34252  1.08652  0.33607
O  -1.22507  -1.06069  -0.35133

Calculated values
Structure (SMILES) ... CC(=O)O.CC(=O)O
Kohn-Sham gap ... 10.9 eV
Charge ... 0
LUMO level ... 0.70 eV

Atomic partial charges in e from the Mulliken method, atoms 1 to 4: number 1, C, carries 0.746; number 2, C, carries -0.876; number 3, C, carries 0.844; number 4, C, carries -0.874


DFT (ωB97M-V/def2-TZVPD) results for a structure of composition C4H5OPb at a distorted geometry.

Positions of all 11 atoms, in Å:
C  0.30002  -2.23636  0.49873
C  0.30903  -0.89116  0.48233
C  -0.53522  0.05667  -0.08518
C  0.33300  1.16168  -0.52231
O  -0.25365  2.29927  -0.37889
Pb  -1.42870  3.90894  -0.09026
H  1.13942  -2.79335  0.91851
H  -0.56729  -2.79615  0.14072
H  -1.47552  0.31540  0.40655
H  1.36763  -0.05221  0.13317
H  0.81127  1.02727  -1.50339

Calculated values
Spin multiplicity ... 2
<S²> ... 0.770
Kohn-Sham gap (alpha / beta) ... 6.2 / 8.6 eV
Charge ... +2
LUMO level (alpha / beta) ... -10.52 / -10.58 eV

Atomic partial charges in e from the Mulliken method, atoms 1 to 4: number 1, C, carries -0.387; number 2, C, carries 0.009; number 3, C, carries -0.018; number 4, C, carries -0.024


DFT (ωB97M-V/def2-TZVPD) results for a cluster of 2 separate species, C30H40NO8 in total at a distorted geometry.

Positions of all 79 atoms, in Å:
C  -1.22691  2.58209  3.66902
C  -1.58955  1.40790  4.55027
C  -1.83643  1.89379  5.98569
O  -2.79777  0.73329  4.13222
C  -2.71365  -0.01225  2.98947
O  -3.71444  -0.52520  2.54017
C  -1.33512  -0.27388  2.48554
C  -1.21715  -0.89821  1.27315
C  0.03942  -1.53267  0.88374
C  1.25772  -0.83283  0.84041
C  2.45734  -1.50569  0.64351
C  2.43483  -2.91470  0.41296
N  3.60151  -3.58484  0.18731
C  4.80884  -2.85996  -0.15820
C  4.98548  -1.63473  0.71587
C  3.74515  -0.74540  0.70622
C  3.59354  -4.97136  -0.22794
C  2.56139  -5.77546  0.53607
C  1.17792  -5.12386  0.49699
C  1.20994  -3.63200  0.53988
C  0.03252  -2.91870  0.69174
C  -0.31473  -0.36684  3.57364
O  0.59755  -1.16543  3.64707
O  -0.53032  0.44217  4.65285
H  -1.04589  2.28621  2.63655
H  -2.05691  3.29600  3.67681
H  -0.34225  3.08510  4.07737
H  -2.03895  1.04067  6.64544
H  -0.95112  2.42461  6.35601
H  -2.69619  2.57183  5.99714
H  -2.14921  -1.33259  0.94502
H  1.25874  0.25057  0.99924
H  5.63641  -3.56243  -0.02001
H  4.79737  -2.55580  -1.22108
H  5.19317  -1.94502  1.74405
H  5.85042  -1.07101  0.36672
H  3.79634  -0.02494  -0.12543
H  3.73232  -0.13917  1.62099
H  3.41074  -5.06047  -1.31400
H  4.59958  -5.35173  -0.03241
H  2.50800  -6.77990  0.11310
H  2.87520  -5.87827  1.57996
H  0.62886  -5.46075  -0.39644
H  0.58848  -5.47771  1.35320
H  -0.92728  -3.43887  0.75930
C  1.88882  2.00342  -4.31781
C  0.84851  2.44250  -3.28910
C  -0.56078  2.16384  -3.78350
C  -1.63693  2.51140  -2.76159
C  -1.55774  1.79282  -1.46569
C  -2.00128  2.53805  -0.30171
O  -2.26720  2.11293  0.81053
O  -2.10871  3.85382  -0.66207
C  -2.65283  4.82570  0.25528
C  -3.00674  6.09378  -0.49813
C  -1.79442  0.39027  -1.58824
O  -1.91283  -0.43178  -0.69176
O  -1.94435  -0.04384  -2.85995
C  -2.24691  -1.45864  -2.93158
C  -2.54184  -1.77374  -4.37455
H  2.90228  2.15296  -3.93484
H  1.76526  0.94201  -4.56011
H  1.77325  2.58040  -5.24205
H  1.02508  1.94845  -2.32382
H  0.94038  3.52085  -3.10103
H  -0.75483  2.78241  -4.67316
H  -0.66816  1.11107  -4.07154
H  -1.61112  3.58669  -2.57080
H  -2.61270  2.27825  -3.22091
H  -3.55233  4.40975  0.72793
H  -1.88962  5.03795  1.01648
H  -3.36200  6.83233  0.22413
H  -2.15411  6.53379  -1.02583
H  -3.81745  5.92713  -1.21551
H  -1.38292  -2.03011  -2.56374
H  -3.12289  -1.67411  -2.30612
H  -2.78448  -2.83621  -4.45801
H  -3.40821  -1.20790  -4.73928
H  -1.68512  -1.57778  -5.03106

Calculated values
Kohn-Sham gap ... 6.3 eV
Charge ... -1
LUMO level ... 2.57 eV

Atomic partial charges in e from the Mulliken method, atoms 1 to 4: number 1, C, carries -1.048; number 2, C, carries 1.840; number 3, C, carries -1.835; number 4, O, carries -0.434


DFT (ωB97M-V/def2-TZVPD) results for a structure of composition C9H5Cl2N2O9Re at a distorted geometry.

Positions of all 28 atoms, in Å:
Re  -0.55595  0.33766  -0.11831
O  1.21304  0.17717  -1.22215
C  1.90543  -0.81393  -1.50078
C  1.61100  -2.17495  -1.22097
C  2.45156  -3.19199  -1.70740
C  2.15524  -4.51053  -1.45604
C  1.02549  -4.87420  -0.70650
C  0.19582  -3.90492  -0.20862
C  0.43945  -2.52570  -0.45642
O  -0.38057  -1.65802  0.00389
N  3.04218  -5.56565  -1.97092
O  2.77001  -6.68967  -1.64780
O  3.95114  -5.20201  -2.66693
H  2.85012  -0.61355  -2.02447
H  3.33385  -2.94553  -2.28453
H  0.83717  -5.92521  -0.52697
H  -0.66797  -4.15504  0.38806
O  1.88700  -0.50637  1.31829
N  1.56026  0.48312  1.92466
O  2.11375  1.02335  2.80804
O  0.40074  1.02673  1.49655
Cl  -2.16722  1.83913  0.36248
C  -3.38551  1.63614  -0.92351
Cl  -4.88912  1.01160  -0.26139
C  -2.83685  0.58000  -2.03713
O  -3.51448  0.47080  -3.00704
O  -1.75130  0.01719  -1.72580
H  -3.55262  2.60418  -1.40891

Calculated values
Spin multiplicity ... 4
<S²> ... 3.771
Kohn-Sham gap (alpha / beta) ... 6.4 / 6.6 eV
Charge ... +1
LUMO level (alpha / beta) ... -6.70 / -6.74 eV

Atomic partial charges in e from the Mulliken method, atoms 1 to 4: number 1, Re, carries 1.401; number 2, O, carries -0.498; number 3, C, carries 0.134; number 4, C, carries 0.641


no.,calculated total energy (a.u.)
1,-458.12684
2,-422.60771
3,-1823.89968
4,-2130.77088